1.
C16H16Br2N4O9Pd as an isolated structure, computed with ωB97M-V/def2-TZVPD.

```
48
Properties=species:S:1:pos:R:3:mulliken_charge:R:1
C -1.556 -1.287 -0.520 1.447
H -2.255 0.457 -4.943 0.358
O -2.415 -0.517 -1.046 -0.917
Br -2.292 2.674 -2.612 -0.336
N 0.478 1.160 -1.490 0.426
H 1.480 5.328 -0.133 0.477
Pd -1.191 0.346 -2.519 0.136
O 0.193 1.349 0.724 -0.644
C -1.309 -3.337 2.628 -0.101
H 2.981 1.761 -3.466 0.305
H 3.289 3.751 0.607 0.471
H -3.444 -0.259 -3.761 0.387
O -0.658 -4.752 4.297 -0.619
C 2.350 1.964 -0.133 2.039
O 4.291 2.369 -1.469 -0.603
O 0.600 0.950 -3.676 -0.691
H -3.923 -1.189 0.800 0.618
C -3.505 -2.425 2.499 -0.259
C 1.176 1.267 -2.616 0.813
H 2.082 -0.769 -0.024 0.148
H 0.550 3.973 -0.759 0.256
C -1.916 -1.960 0.763 0.141
C -2.400 -0.191 -4.074 -0.568
C 3.084 -0.436 0.244 -1.033
H 2.107 4.393 -1.484 0.274
O -5.607 -1.554 2.433 -0.616
H 3.712 -0.483 -0.644 0.268
H 2.536 0.986 1.773 0.450
H 4.083 1.331 0.975 0.461
C -3.185 -1.797 1.303 -0.441
O 0.810 -4.138 2.855 -0.615
H -2.832 -3.699 4.104 0.598
N -0.306 -4.142 3.318 1.067
C 2.270 3.399 0.430 -1.288
N -4.845 -2.262 3.047 1.070
H 1.737 3.373 1.382 0.453
O -0.449 -1.479 -1.049 -0.665
H 0.022 -2.834 1.013 0.554
H 3.484 -1.129 0.979 0.502
C -2.578 -3.206 3.176 -0.324
C 3.139 2.033 -1.427 -0.084
O -5.096 -2.850 4.071 -0.619
C 1.557 4.328 -0.547 -1.109
C -0.967 -2.723 1.432 -0.596
C 0.901 1.464 -0.243 -0.434
C 3.062 0.978 0.817 -1.287
N 2.465 1.701 -2.594 0.108
Br -1.709 -1.919 -4.442 0.023
```

The spin multiplicity is 3. The HOMO-LUMO gap (spin up / spin down) comes out at 7.59 / 4.87 eV. For the LUMO energy (spin up / spin down), the calculation gives -2.20 / -5.02 eV. As for the energy above the lowest of the compared OMol25 structures with the same formula, charge and spin: 1.6525 eV. As for the expectation value of S²: 2.021.

=====

2.
A 7-piece molecular cluster, C26H35BF7N2O22P overall, computed with ωB97M-V/def2-TZVPD.

```
94
Properties=species:S:1:pos:R:3:mulliken_charge:R:1
C 0.513 4.816 3.956 0.310
H -3.901 -0.785 -5.038 0.315
O -0.642 4.913 4.776 -0.370
O -0.766 0.492 2.256 -0.635
C 2.092 0.191 8.235 0.650
F 0.220 5.287 2.722 -0.280
H -5.101 0.474 -5.399 -0.087
H 0.483 -4.442 -6.471 0.255
F -0.713 -1.092 6.914 -0.296
H -2.820 -1.117 -1.805 0.338
O -1.186 1.454 -6.661 -0.516
H 0.320 -1.008 -2.503 0.276
H 1.484 -0.891 5.720 0.190
C 0.126 -0.065 7.197 0.392
H -0.843 2.170 -1.483 0.334
C 6.416 -0.721 5.690 0.319
C -0.337 -0.394 0.048 0.434
H 1.836 3.089 3.830 0.210
C 5.346 -1.737 5.388 -0.464
H 0.212 2.818 3.166 0.041
H 2.830 1.873 -0.558 0.294
H -0.458 0.842 7.361 0.315
O -2.751 -1.228 -0.850 -0.365
H -0.048 -2.515 0.230 0.308
O 6.329 0.149 4.572 -0.336
C -4.043 0.278 -5.243 -0.009
F 1.800 -3.950 -5.048 -0.241
C 1.059 -0.267 -0.640 1.472
H -1.082 0.310 -0.263 0.606
C -0.607 3.863 5.645 0.526
H -0.320 1.125 -2.740 0.332
O 0.453 -8.139 -5.665 -0.488
O -0.628 -6.382 -4.761 -0.332
O -1.263 3.769 6.624 -0.509
H 0.413 2.749 -2.569 0.391
O -2.086 1.267 -4.596 -0.214
H 2.632 -2.506 -1.251 0.212
N 1.405 0.197 1.594 0.535
H 1.313 5.418 4.389 0.291
H -7.792 3.621 -3.144 0.289
C -2.090 1.150 -5.962 0.573
O 2.313 0.559 6.945 -0.293
C -3.432 1.145 -4.173 0.272
C 1.935 -0.674 0.521 -0.652
C 0.411 -6.992 -5.388 0.605
C -7.052 3.978 -5.148 0.327
O 2.866 0.348 9.117 -0.530
O 0.861 -0.378 8.371 -0.345
O -6.420 2.728 -5.379 -0.269
C 0.034 1.879 -2.059 -1.014
O -1.750 -2.216 -0.754 -0.184
F -3.458 0.538 -2.953 -0.263
O 4.388 -0.960 4.656 -0.303
H 4.270 0.493 1.089 0.092
C 1.841 -2.349 -1.977 -0.562
C 0.843 -4.799 -5.505 0.277
P 3.772 -0.632 0.401 0.244
O -8.451 2.266 -4.564 -0.334
N 4.379 -1.941 1.068 -0.716
H 0.143 -4.968 -3.459 0.109
C 1.214 0.069 6.165 0.306
H 4.163 -0.601 -0.958 0.056
O -3.272 0.648 -6.394 -0.356
F -6.156 4.833 -4.603 -0.280
C 5.047 0.100 4.132 0.681
H -7.405 4.384 -6.097 0.250
O 1.935 2.220 -0.441 -0.521
H 5.713 -2.545 4.755 0.269
F 0.861 -3.288 -1.759 -0.342
C -8.146 3.612 -4.175 -0.431
C -0.863 -1.808 0.249 -1.182
H 4.898 -2.161 6.284 0.276
C 1.281 -0.951 -2.017 -1.447
F 7.649 -1.280 5.724 -0.298
H 1.895 -0.310 -2.638 0.604
H -3.876 2.138 -4.088 0.247
O -7.254 0.636 -5.552 -0.528
O 4.559 0.893 3.394 -0.526
H -1.080 -4.354 -4.586 0.261
H 1.759 0.012 2.523 0.036
H 2.270 -2.565 -2.948 0.381
H -9.022 4.249 -4.258 0.275
B 1.054 1.306 -1.004 0.072
H 6.255 -0.150 6.606 0.311
H 1.752 -1.672 0.917 0.551
H 4.914 -2.463 0.387 0.204
C -0.238 -5.033 -4.479 -0.151
C 0.782 3.331 3.943 -0.116
O 0.296 2.934 5.235 -0.206
O 1.403 -6.088 -5.661 -0.306
C -7.370 1.761 -5.198 0.683
C 0.041 0.167 1.462 -0.498
H -1.312 -1.885 1.234 0.520
H 0.956 0.764 5.376 -0.323
```

The structure (SMILES) is CB(O)[C@@]1(CCF)[C@@H]([PH2]=N)NC(=O)[C@@H]1COO.O=C1OC[C@@H](F)O1.O=C1OC[C@@H](F)O1.O=C1OC[C@@H](F)O1.O=C1OC[C@@H](F)O1.O=C1OC[C@@H](F)O1.O=C1OC[C@@H](F)O1. The HOMO-LUMO gap comes out at 9.09 eV. For the LUMO energy, the calculation gives 0.00 eV.

=====

3.
One molecule with the formula C4H10N2O, computed with ωB97M-V/def2-TZVPD.

```
17
Properties=species:S:1:pos:R:3:mulliken_charge:R:1
H 0.307 -0.323 -1.703 0.274
N -1.904 1.053 -0.967 -0.675
C -0.283 -0.748 -0.871 -0.950
H -1.081 -1.177 -1.446 0.381
H -0.482 2.157 1.091 0.345
N 1.157 0.962 1.230 -0.615
C 0.044 1.431 0.460 -1.064
H 0.857 0.344 1.983 0.255
H -1.703 2.026 -1.125 0.240
H 0.400 -2.785 -0.745 0.355
C -0.941 0.399 -0.086 0.625
H -2.836 1.038 -0.584 0.246
C 0.607 -1.809 -0.306 0.045
O 1.511 -1.700 0.486 -0.502
H 1.837 0.465 0.662 0.280
H 0.492 1.961 -0.379 0.475
H -1.471 -0.057 0.725 0.286
```

The structure (SMILES) is NC[C@@H](N)CC=O. The HOMO-LUMO gap comes out at 9.66 eV. For the LUMO energy, the calculation gives 0.84 eV. As for the energy above the lowest of the compared OMol25 structures with the same formula, charge and spin: 1.9335 eV.

=====

4.
C26H54As3NPdSb as an isolated structure, computed with ωB97M-V/def2-TZVPD.

```
86
Properties=species:S:1:pos:R:3:mulliken_charge:R:1
C -1.413 -2.431 -1.401 -0.272
H 2.744 2.182 3.518 0.285
H -2.150 -2.335 -4.761 0.179
H 4.214 -1.815 -0.290 0.365
C 2.308 0.320 5.479 -0.943
H -2.353 -5.353 0.158 0.393
H -3.632 0.441 -2.346 0.001
H -1.071 -0.210 -5.908 0.349
H -1.434 5.317 -2.586 0.363
H -0.015 -3.063 3.505 0.516
H 0.516 1.168 1.465 -0.365
C -5.026 1.401 -1.020 -1.288
C 0.404 -1.860 -4.331 -1.093
H 3.346 -0.357 -3.260 0.391
H -5.204 1.554 0.045 0.254
H 3.248 -2.603 -1.564 0.473
H -1.493 1.878 1.692 0.002
H 3.973 2.348 2.256 0.430
H 2.685 1.785 0.015 0.499
C -1.961 -2.760 -2.662 2.243
H 0.528 -2.640 -3.578 0.295
C -1.555 -0.878 2.162 -0.978
H 1.602 -2.402 3.727 0.320
C 2.564 0.724 1.890 3.206
H 2.510 0.129 6.534 0.423
C -2.771 -4.918 -1.907 -0.610
C -1.933 -1.781 -3.823 -1.320
C 0.564 -2.137 3.527 -1.392
C -3.715 0.682 -1.282 -0.261
H -3.297 3.549 2.359 0.397
H -2.040 -1.820 2.423 0.537
H -5.071 2.383 -1.498 0.251
C 3.200 -2.030 -0.637 -1.329
C -0.863 0.094 -4.861 -1.102
H 4.469 -0.230 2.198 0.613
H 2.313 2.871 1.955 0.444
H -3.207 3.676 -1.804 0.316
H -1.601 -0.198 3.015 0.448
C -1.595 -3.431 -0.432 0.043
H -3.675 -0.289 -0.781 0.381
H -2.987 -4.176 -3.904 0.302
H -1.098 4.787 -0.945 0.286
C -2.606 -3.970 -2.907 -0.689
As 2.174 -0.390 -1.011 0.877
C 3.394 0.302 -2.394 -1.444
H -3.893 3.525 0.701 0.305
C -3.350 2.944 1.449 -1.391
C -1.971 2.533 0.964 -0.315
C 1.066 0.491 2.129 -1.093
H 0.178 -1.514 4.337 0.243
Sb -1.749 1.546 -0.956 0.045
C 2.940 0.786 0.390 -2.347
H 0.045 0.703 -4.858 0.273
H 2.292 1.395 5.313 0.322
C 3.435 -0.358 2.546 -1.940
H -2.292 3.008 -3.147 0.383
H -5.872 0.824 -1.407 0.411
H -1.186 -3.277 0.569 0.176
H 5.991 0.520 4.170 0.328
H -1.320 3.411 0.886 0.514
C 5.114 0.773 4.766 -1.180
H 4.764 1.766 4.489 0.335
H 4.030 0.692 0.306 0.482
H 4.421 0.342 -2.025 0.430
H -3.961 2.069 1.680 0.286
C -2.255 -4.634 -0.652 -1.026
H -2.066 -0.456 1.300 -0.142
H 5.401 0.770 5.817 0.405
Pd -0.279 -0.624 -1.090 -0.728
H -1.691 0.722 -4.524 0.187
H 1.335 -0.099 5.238 0.108
C 2.923 2.110 2.446 -2.154
H 0.803 0.754 3.159 0.590
H 2.660 -2.617 0.105 0.312
C -1.189 4.442 -1.977 -1.220
H 1.319 -1.263 -4.366 0.208
H -2.743 -1.056 -3.698 0.290
N -0.707 -1.022 -3.968 0.842
H -3.279 -5.855 -2.109 0.334
C -2.217 3.334 -2.108 -0.672
As 0.315 -1.305 1.724 0.812
H -0.199 4.099 -2.285 0.290
As 3.737 -0.607 4.493 0.395
H 0.260 -2.339 -5.322 0.296
H 3.128 -1.342 2.183 0.417
H 3.072 1.299 -2.696 0.392
```

The HOMO-LUMO gap comes out at 5.37 eV. For the LUMO energy, the calculation gives 2.65 eV. The net charge is -1. As for the energy above the lowest of the compared OMol25 structures with the same formula, charge and spin: 0.1850 eV.

=====

5.
One molecule with the formula C5H4N2O, computed with ωB97M-V/def2-TZVPD.

```
12
Properties=species:S:1:pos:R:3:mulliken_charge:R:1
C -0.074 0.763 -0.171 0.388
C -1.230 -0.152 -1.686 -0.209
H 1.060 -0.087 2.715 0.305
N 1.200 0.166 1.646 -0.103
H 0.883 2.209 1.304 0.366
C 0.649 1.161 0.904 -0.496
H -0.936 -2.348 -0.973 0.337
H -2.026 -0.332 -2.410 0.378
C -0.757 -1.239 -0.869 -0.595
O 0.850 -1.034 1.005 -0.319
N -0.682 1.135 -1.397 -0.685
C -0.157 -0.579 0.085 0.635
```

The structure (SMILES) is c1cc2o[nH]cc-2n1. The HOMO-LUMO gap comes out at 8.76 eV. For the LUMO energy, the calculation gives -0.05 eV. As for the energy above the lowest of the compared OMol25 structures with the same formula, charge and spin: 4.0315 eV.

=====

6.
C24H38O3PZr as an isolated structure, computed with ωB97M-V/def2-TZVPD.

```
67
Properties=species:S:1:pos:R:3:mulliken_charge:R:1
C -4.366 0.657 2.287 -0.479
H 1.399 -2.263 3.166 0.279
H 3.827 1.857 1.904 0.295
H 2.780 0.502 -2.395 0.181
H -2.858 -4.286 -0.153 0.344
C -0.643 3.413 0.663 -1.698
C -1.290 -3.757 -1.518 0.649
H -1.215 -4.274 0.529 0.247
H 4.989 -1.466 1.160 0.277
O 2.544 0.280 2.505 -0.434
C -2.802 1.834 -1.123 -1.484
H -3.299 1.029 -1.681 0.369
H 3.166 -2.063 3.433 0.288
H -3.343 -3.197 -1.791 0.367
O 3.704 -0.048 0.227 -0.273
C -3.729 -0.538 1.866 -0.289
H 2.533 3.517 -1.351 0.330
H 1.633 0.185 -3.719 0.406
C -1.550 0.590 1.958 0.331
H -2.118 -1.893 -2.013 -0.092
Zr -0.113 0.097 -0.035 0.194
C -0.019 -3.228 -1.280 -0.953
O 2.562 -2.001 1.419 -0.313
C -0.589 1.057 -2.282 1.148
C -1.189 0.540 -3.547 -1.636
H -0.651 4.429 0.239 0.346
H 2.097 3.428 0.364 0.426
C 0.960 2.117 -0.907 0.040
H -0.659 -0.344 -3.921 0.432
H -4.306 -1.248 1.242 0.398
C 2.400 -2.482 2.769 -0.666
H -3.137 1.768 -0.081 0.124
H -2.408 -3.036 -3.301 0.297
C 3.065 1.618 2.661 -0.572
H 3.522 1.672 3.655 0.312
C 0.387 -1.875 -1.600 -1.176
H -2.109 -1.681 2.600 0.465
H -1.622 3.246 1.116 0.476
C -2.152 1.582 2.729 -0.794
C -2.345 -2.942 -2.229 -0.885
H 0.034 -1.583 -2.594 0.641
C 2.216 2.833 -0.547 -1.198
C -1.319 1.723 -1.224 0.260
H 5.694 0.132 0.801 0.287
H 0.102 3.383 1.470 0.230
C 0.811 1.284 -2.062 0.840
H 2.534 -3.568 2.719 0.263
H -1.149 1.299 -4.347 0.344
H 5.377 -1.015 -0.519 0.263
C 1.937 0.919 -2.965 -1.687
H -5.428 0.883 2.065 0.367
H -3.133 2.801 -1.531 0.332
H 3.034 2.120 -0.381 0.126
C -2.384 -0.681 2.269 -0.679
H -4.084 2.464 3.343 0.370
H 1.461 -1.696 -1.438 0.745
H 2.316 1.805 -3.499 0.380
C -0.355 2.402 -0.385 1.149
H -2.243 0.273 -3.403 0.320
H -1.575 2.402 3.121 0.589
H 0.684 -3.750 -0.609 0.452
P 2.292 -0.419 1.035 1.203
C -1.806 -4.550 -0.344 -1.248
H -1.751 -5.625 -0.421 0.304
H 2.252 2.357 2.601 0.111
C -3.577 1.645 2.840 -0.278
C 5.006 -0.639 0.440 -0.763
```

The HOMO-LUMO gap (spin up / spin down) comes out at 5.49 / 5.49 eV. For the LUMO energy (spin up / spin down), the calculation gives -4.16 / -4.16 eV. The net charge is +1.

=====

7.
A 2-piece molecular cluster, C27H24BF3O4S overall, computed with ωB97M-V/def2-TZVPD.

```
60
Properties=species:S:1:pos:R:3:mulliken_charge:R:1
H -0.124 4.252 1.349 0.393
H 5.071 0.487 -0.899 0.380
H 5.799 -2.396 0.868 0.275
H 2.870 -4.501 -4.845 0.378
C 4.459 -0.753 0.758 0.806
C -2.842 0.626 1.598 -0.833
H -0.650 1.076 -1.574 0.536
H -1.307 -0.694 2.259 0.440
C -0.217 -2.559 -3.733 0.661
O -0.024 -3.231 -1.573 -0.468
F -1.852 3.194 4.784 -0.316
H 0.572 -1.177 1.153 0.325
C -3.083 -3.050 -0.288 -0.879
H -3.571 4.183 0.056 0.320
F -2.340 3.913 2.761 -0.152
O -2.055 -2.186 -0.806 -0.364
H -4.957 3.349 -0.769 0.341
H -2.850 2.253 -1.380 0.455
F -0.916 5.033 4.013 -0.294
C 0.207 3.311 1.791 -0.777
C 1.320 1.135 1.655 1.600
C -1.314 3.770 3.670 0.754
H -2.742 -3.577 0.617 0.249
C 1.791 -3.792 -3.144 -0.942
C 1.057 0.941 3.035 -0.637
C -2.461 1.663 -0.559 -0.951
B -1.287 -2.567 -1.822 0.988
C 5.757 -1.342 1.161 -1.295
H 1.304 2.616 0.081 0.125
C 0.062 -2.596 -5.083 -0.887
S 3.035 -1.096 1.604 -0.312
H 2.476 -4.207 -2.410 0.460
C -0.242 2.940 3.058 0.255
H -3.502 0.422 2.435 0.499
C -1.614 0.020 1.497 -0.522
C 0.627 -3.148 -2.763 0.788
C 1.040 2.437 1.112 -0.942
H -0.601 -2.088 -5.779 0.439
C -0.713 0.319 0.446 1.033
C -3.221 1.573 0.626 0.506
H 6.581 -0.790 0.704 0.370
H 1.335 -3.525 -6.534 0.379
H -3.326 -3.761 -1.086 0.362
C 4.241 0.192 -0.265 -0.904
C 2.019 -3.924 -4.518 -0.468
H 1.359 -0.007 3.489 0.313
H -3.959 -2.433 -0.076 0.259
H -0.045 1.661 4.775 0.418
C -4.493 3.596 0.194 -0.818
H -5.210 4.172 0.783 0.263
C 2.036 0.190 0.709 1.619
C -1.217 1.041 -0.645 -0.234
H 5.845 -1.313 2.252 0.328
C 0.677 -0.165 0.722 -1.914
C 0.244 1.813 3.722 -0.999
H 2.549 1.329 -1.120 0.521
C 1.176 -3.371 -5.475 -0.499
O -1.449 -2.295 -3.187 -0.462
C 2.938 0.649 -0.361 -0.500
O -4.262 2.387 0.958 -0.469
```

The HOMO-LUMO gap comes out at 4.25 eV. For the LUMO energy, the calculation gives -1.38 eV. As for the energy above the lowest of the compared OMol25 structures with the same formula, charge and spin: 0.5036 eV.

=====

8.
C16H14I3N2OS2V as an isolated structure, computed with ωB97M-V/def2-TZVPD.

```
39
Properties=species:S:1:pos:R:3:mulliken_charge:R:1
H -3.235 -0.169 1.039 0.401
H 3.607 2.237 -2.938 0.479
H -4.832 -1.642 2.135 0.438
H -1.943 0.473 -0.846 0.452
H 0.282 2.098 -3.321 0.332
C -2.927 -1.165 1.318 -0.729
H -0.844 5.034 -0.415 0.437
C -3.464 -3.298 2.296 -0.452
H -0.338 1.160 -0.555 -0.310
H -1.884 -4.765 2.319 0.448
C 0.515 2.684 -2.439 -0.387
C 2.542 -0.309 -0.534 0.698
C -0.689 -0.781 0.316 1.248
H -1.392 3.667 -2.401 0.447
C -0.425 3.569 -1.924 -0.582
C -0.118 4.337 -0.811 -0.489
H 3.066 3.304 -0.300 0.410
I 2.487 -3.337 3.055 0.344
V 1.492 -2.818 0.546 0.175
H -4.188 -3.944 2.775 0.436
C 1.137 4.231 -0.224 -0.665
C 2.796 1.668 -2.479 -1.116
C -1.136 0.576 -0.116 -0.922
C 1.769 2.574 -1.853 0.594
H 2.366 1.024 -3.244 0.411
N 0.559 -1.171 0.018 0.352
C 2.080 3.361 -0.748 -0.080
C -2.192 -3.764 2.049 -0.795
S 3.739 0.624 -1.314 -0.051
H 1.388 4.844 0.632 0.431
I 1.876 -3.969 -1.531 0.211
C -1.617 -1.606 1.040 -0.091
S 3.193 -1.401 0.703 -0.206
C -3.830 -1.994 1.934 -0.962
C -1.283 -2.915 1.434 0.903
I 1.754 -5.879 3.278 0.123
N 1.279 -0.304 -0.775 -0.510
H -1.540 1.107 0.746 0.456
O -0.052 -3.339 1.137 0.120
```

The HOMO-LUMO gap (spin up / spin down) comes out at 4.81 / 4.81 eV. For the LUMO energy (spin up / spin down), the calculation gives -9.22 / -9.22 eV. The net charge is +2. As for the energy above the lowest of the compared OMol25 structures with the same formula, charge and spin: 0.0000 eV.